Below is a molecular structure, C4H6N2O, with properties calculated with ωB97M-V/def2-TZVPD.

The geometry in XYZ format:
```
13
Properties=species:S:1:pos:R:3:forces:R:3:mulliken_charge:R:1
N -2.2587 -0.3709 -0.1207 -0.13 -0.11 0.05 -0.647
C -0.9020 -0.0243 0.0616 -0.02 0.29 -0.18 0.363
C -0.2355 1.1450 -0.3179 -0.03 -0.11 -0.08 -0.609
C 1.1261 0.8497 -0.3653 0.02 -0.01 0.05 -0.239
C 1.2633 -0.4940 -0.0144 -0.27 0.20 0.10 0.338
O 2.4014 -1.2142 0.1604 0.09 0.12 -0.04 -0.500
N 0.0831 -1.0889 0.2480 0.18 0.08 -0.17 -0.578
H -2.8457 -0.1419 0.6690 0.02 0.02 -0.01 0.268
H -2.3474 -1.3597 -0.3165 0.00 0.05 -0.04 0.259
H -0.7152 2.0812 -0.5686 0.05 -0.11 0.02 0.412
H 1.9273 1.5467 -0.5880 -0.10 -0.15 0.04 0.366
H 3.1506 -0.6478 -0.0647 -0.11 -0.15 0.07 0.323
H -0.4496 -0.4538 1.1889 0.30 -0.11 0.19 0.244
```
Forces are in eV/Å.

Values from the calculation:
Gap between HOMO and LUMO = 8.7761 eV
ΔE to the lowest compared entry with this formula, charge and spin = 286.05 kJ/mol
HOMO = -8.0 eV

Below is 2 unconnected molecules or ions with the total composition C4H6N2O, with properties calculated with ωB97M-V/def2-TZVPD.

The geometry in XYZ format:
```
13
Properties=species:S:1:pos:R:3:forces:R:3:mulliken_charge:R:1
H 0.0655 -2.3920 1.5487 -0.01 0.08 0.04 0.257
N -0.0647 -1.3869 1.6909 -0.06 0.03 -0.43 -0.622
C -0.2716 -0.8119 0.5774 0.05 -0.14 0.29 0.808
C -0.3532 -1.2838 -0.8117 -0.01 0.06 -0.09 -0.432
C -0.5627 -0.2044 -1.5844 0.02 -0.15 0.03 -0.489
N -0.6366 0.9712 -0.8404 -0.02 0.11 0.08 -0.022
C -0.4854 0.7063 0.5134 -0.03 0.32 0.22 0.101
O -0.5137 1.5124 1.4093 -0.04 -0.34 -0.40 -0.542
H -0.2620 -2.3073 -1.1486 0.00 0.16 0.05 0.351
H -0.6759 -0.1585 -2.6611 0.03 -0.02 0.17 0.387
H -0.7864 1.8970 -1.2071 0.01 -0.13 0.04 0.205
H 2.6093 1.6335 1.1288 0.00 0.02 0.00 0.164
H 1.9374 1.8243 1.3847 0.08 -0.02 0.00 -0.167
```
Forces are in eV/Å.

Values from the calculation:
Gap between HOMO and LUMO = 8.8284 eV
SMILES string = [H]/N=C1\C=CNC1=O.[H][H]
ΔE to the lowest compared entry with this formula, charge and spin = 196.34 kJ/mol
HOMO = -9.1 eV

Below is 2 unconnected molecules or ions with the total composition C4H6N2O, with properties calculated with ωB97M-V/def2-TZVPD.

The geometry in XYZ format:
```
13
Properties=species:S:1:pos:R:3:forces:R:3:mulliken_charge:R:1
N 1.3977 -1.7055 -0.4860 0.43 -0.24 -1.32 -0.296
N 2.0398 -1.6304 0.4177 -1.68 -0.24 -0.39 0.803
O 2.4846 -1.5369 1.4851 1.54 0.20 1.54 -0.528
C -0.0521 0.1704 1.3235 0.52 2.37 2.94 -0.986
C -0.4843 0.4152 0.1304 0.07 0.27 -1.12 0.567
C -0.4685 1.2469 -1.0676 1.96 3.09 -0.06 -0.384
C -1.2845 0.0519 -1.0397 -1.87 -3.96 1.79 -0.527
H -0.4440 -0.6011 1.9912 0.24 -0.03 -0.42 0.311
H 0.4891 1.0531 1.8612 -0.51 -1.93 -0.92 0.189
H 0.5227 1.2796 -1.6561 -1.93 -0.04 0.74 0.192
H -0.9840 2.2252 -0.9005 0.60 -0.78 -0.63 0.210
H -2.3541 -0.0679 -0.6752 1.08 0.77 -1.39 0.217
H -0.8624 -0.9006 -1.3838 -0.44 0.51 -0.76 0.233
```
Forces are in eV/Å.

Values from the calculation:
Gap between HOMO and LUMO = 10.7101 eV
SMILES string = N#[N+][O-].C=C1CC1
ΔE to the lowest compared entry with this formula, charge and spin = 520.62 kJ/mol
HOMO = -9.6 eV

Below is a single C4H6N2O molecule, with properties calculated with ωB97M-V/def2-TZVPD.

The geometry in XYZ format:
```
13
Properties=species:S:1:pos:R:3:forces:R:3:mulliken_charge:R:1
C -2.3009 -0.3812 -0.0104 -0.43 -2.03 -1.08 -0.943
C -0.9171 0.1196 -0.1947 -2.38 1.50 2.83 0.685
N -0.5621 1.3986 -0.0029 -0.91 -3.02 -1.45 -0.582
C 0.7942 1.2674 0.0338 2.35 0.42 -1.31 -0.282
C 1.1947 -0.0229 -0.1922 -4.25 2.75 2.18 0.361
N 2.3666 -0.5445 -0.0871 5.67 -4.27 1.72 -0.473
O -0.0095 -0.8552 -0.0643 3.42 2.46 -2.14 -0.351
H -2.9354 0.4908 -0.3442 -0.06 -1.47 1.03 0.288
H -2.3913 -0.9349 0.9884 -0.31 1.83 -0.73 0.250
H -2.4547 -1.3629 -0.6320 0.09 2.15 0.26 0.262
H 1.5493 2.1086 0.0045 -1.29 -0.92 0.28 0.282
H 2.3696 -1.2527 0.7302 0.69 1.52 -1.89 0.233
H 3.2967 -0.0307 -0.2291 -2.61 -0.93 0.31 0.267
```
Forces are in eV/Å.

Values from the calculation:
Gap between HOMO and LUMO = 8.2564 eV
SMILES string = Cc1ncc(N)o1
ΔE to the lowest compared entry with this formula, charge and spin = 259.92 kJ/mol
HOMO = -7.6 eV

Below is a single C4H6N2O molecule, with properties calculated with ωB97M-V/def2-TZVPD.

The geometry in XYZ format:
```
13
Properties=species:S:1:pos:R:3:forces:R:3:mulliken_charge:R:1
C -0.3485 0.3229 2.1145 1.92 -0.35 0.38 -0.939
C -0.2750 0.4399 0.6283 0.94 -2.54 -1.93 0.358
N -1.1007 1.0680 -0.2866 -0.17 1.12 0.28 -0.589
C -0.7575 0.6935 -1.4664 0.42 -1.42 2.10 -0.121
O 0.2023 -0.2952 -1.4788 -0.18 0.92 1.33 -0.369
C 0.4979 -0.4356 -0.1297 -0.75 1.38 -0.45 0.512
N 1.5232 -1.3109 0.1334 -0.81 -1.28 -2.09 -0.523
H -1.3696 0.2545 2.4766 -0.03 0.44 0.13 0.323
H 0.2821 1.1617 2.5921 -1.24 -1.38 -0.26 0.233
H 0.1300 -0.7186 2.3484 -0.70 1.98 -0.06 0.218
H -1.3445 0.8066 -2.3095 -0.62 0.46 -1.74 0.390
H 1.2410 -2.2649 -0.1481 0.54 0.65 0.21 0.255
H 1.7839 -1.3015 1.0644 0.66 0.00 2.09 0.251
```
Forces are in eV/Å.

Values from the calculation:
Gap between HOMO and LUMO = 8.9930 eV
SMILES string = Cc1ncoc1N
ΔE to the lowest compared entry with this formula, charge and spin = 138.96 kJ/mol
HOMO = -8.2 eV

Below is a single C4H6N2O molecule, with properties calculated with ωB97M-V/def2-TZVPD.

The geometry in XYZ format:
```
13
Properties=species:S:1:pos:R:3:forces:R:3:mulliken_charge:R:1
N 0.0177 -2.1124 -0.6175 0.11 -0.16 -0.17 -0.555
C 0.1080 -0.7465 -0.3413 0.05 0.10 -0.49 0.651
C 1.0735 0.1514 -0.7036 0.22 -0.16 -0.16 -0.911
N 0.6740 1.4371 -0.2636 0.06 -0.10 0.36 -0.050
C -0.4716 1.2647 0.4124 0.13 -0.64 -0.27 0.275
O -1.0190 2.0340 1.3799 -0.21 -0.48 0.17 -0.528
C -0.9235 -0.0325 0.3222 0.07 -0.20 -1.00 -0.733
H 0.8748 -2.4991 -0.9830 -0.01 -0.07 0.02 0.231
H -0.2977 -2.6470 0.1837 0.06 0.12 -0.19 0.256
H 1.9551 0.0183 -1.3064 0.04 0.07 0.06 0.370
H 1.3083 2.2077 -0.1199 -0.08 -0.15 0.04 0.245
H -1.3160 1.1673 1.7816 -0.54 2.05 0.99 0.382
H -1.9837 -0.2430 0.2556 0.09 -0.37 0.64 0.367
```
Forces are in eV/Å.

Values from the calculation:
Gap between HOMO and LUMO = 8.4194 eV
SMILES string = Nc1c[nH]c(O)c1
ΔE to the lowest compared entry with this formula, charge and spin = 200.39 kJ/mol
HOMO = -7.5 eV

Below is a single C4H6N2O molecule, with properties calculated with ωB97M-V/def2-TZVPD.

The geometry in XYZ format:
```
13
Properties=species:S:1:pos:R:3:forces:R:3:mulliken_charge:R:1
N -1.8460 0.3015 0.0245 -0.22 0.09 0.01 -0.245
C -0.4025 0.1907 0.2275 0.05 -0.19 -0.07 0.029
C 0.6551 1.1498 0.1643 -0.02 0.03 0.03 -0.576
C 1.7923 0.4128 0.0017 0.05 0.00 0.01 -0.628
N 1.4526 -0.9374 -0.0945 -0.08 -0.07 -0.04 -0.008
C 0.0734 -1.1047 -0.0393 0.14 0.31 0.08 0.240
O -0.6029 -2.1375 -0.2515 0.07 -0.04 -0.02 -0.794
H -2.1183 -0.0507 -0.9049 0.07 0.06 0.03 0.337
H -2.2074 1.2466 0.1483 0.11 -0.11 0.01 0.349
H -2.3180 -0.3276 0.6806 0.05 0.06 -0.02 0.366
H 0.6130 2.2189 0.3371 0.02 -0.19 -0.05 0.332
H 2.8272 0.7231 0.0400 -0.19 -0.03 -0.02 0.399
H 2.0815 -1.6856 -0.3338 -0.05 0.09 0.05 0.201
```
Forces are in eV/Å.

Values from the calculation:
Gap between HOMO and LUMO = 6.6336 eV
SMILES string = [NH3+]c1cc[nH]c1[O-]
ΔE to the lowest compared entry with this formula, charge and spin = 201.51 kJ/mol
HOMO = -6.5 eV

Below is a single C4H6N2O molecule, with properties calculated with ωB97M-V/def2-TZVPD.

The geometry in XYZ format:
```
13
Properties=species:S:1:pos:R:3:forces:R:3:mulliken_charge:R:1
H -1.8772 -1.3725 -1.8277 -0.72 -0.20 -0.44 0.256
N -1.5230 -0.6433 -1.2352 0.07 -0.62 -0.12 -0.632
C -0.6172 -1.1754 -0.5365 0.16 0.28 -0.24 0.727
C -0.2010 -2.5715 -0.5045 0.06 -1.32 -0.32 0.082
N 0.1082 -3.6848 -0.5089 -0.30 1.05 0.02 -0.370
O 0.1589 -0.4884 0.2634 0.54 -0.01 0.01 -0.299
C -0.1542 0.8950 0.4302 0.23 0.48 0.32 -0.302
C 1.1853 1.5763 0.6953 -0.52 -0.03 0.35 -1.001
H -0.6701 1.4052 -0.3883 0.09 -0.81 -0.25 0.333
H -0.8675 0.8309 1.2702 0.47 0.90 -0.01 0.284
H 1.9694 1.4420 -0.0886 -0.96 -0.07 0.43 0.282
H 0.9528 2.6400 0.7981 0.42 -0.04 0.20 0.357
H 1.5356 1.1467 1.6325 0.45 0.38 0.04 0.283
```
Forces are in eV/Å.

Values from the calculation:
Gap between HOMO and LUMO = 11.4424 eV
SMILES string = [H]/N=C(\C#N)OCC
ΔE to the lowest compared entry with this formula, charge and spin = 176.29 kJ/mol
HOMO = -10.8 eV

Below is 2 unconnected molecules or ions with the total composition C4H6N2O, with properties calculated with ωB97M-V/def2-TZVPD.

The geometry in XYZ format:
```
13
Properties=species:S:1:pos:R:3:forces:R:3:mulliken_charge:R:1
N -2.4932 0.5048 -1.1361 0.41 -0.29 0.40 -0.564
C -1.6743 0.2068 -0.2949 -0.36 0.24 -0.41 0.308
O -1.0949 -0.7654 0.3952 -0.12 0.02 0.03 -0.339
C 0.2181 -1.1772 -0.0198 0.18 -0.11 -0.08 -0.307
C 1.3248 -0.3110 0.5921 0.03 -0.04 0.05 -0.490
C 1.6314 0.8956 -0.1837 0.22 0.81 -0.55 0.192
N 1.8949 1.8257 -0.8185 -0.28 -0.91 0.63 -0.387
H -1.8095 1.4761 -0.3349 0.07 0.15 0.04 0.255
H -1.0689 1.3956 0.3948 -0.07 -0.06 -0.04 0.056
H 0.2727 -1.1939 -1.1125 -0.02 0.00 0.15 0.371
H 0.3074 -2.1959 0.3597 0.00 0.14 -0.05 0.277
H 1.0408 -0.0272 1.6106 0.06 -0.04 -0.13 0.276
H 2.2427 -0.9051 0.6621 -0.12 0.08 -0.04 0.353
```
Forces are in eV/Å.

Values from the calculation:
Gap between HOMO and LUMO = 9.8566 eV
ΔE to the lowest compared entry with this formula, charge and spin = 596.35 kJ/mol
HOMO = -9.4 eV

Below is a single C4H6N2O molecule, with properties calculated with ωB97M-V/def2-TZVPD.

The geometry in XYZ format:
```
13
Properties=species:S:1:pos:R:3:forces:R:3:mulliken_charge:R:1
H 1.8386 2.5865 -0.7827 -0.06 -0.03 0.03 0.249
N 1.1820 1.8444 -0.5450 0.22 -0.30 -0.18 -0.628
C 1.6070 0.7407 -0.9844 -0.18 0.32 0.17 0.651
O 2.7583 0.5696 -1.6645 -0.02 -0.13 -0.01 -0.499
N 0.9334 -0.5023 -0.8105 -0.48 -0.03 0.20 -0.488
C -0.2128 -0.5175 -0.3482 0.09 -0.01 -0.07 0.543
C -1.4243 -0.6315 0.1210 0.23 0.05 -0.13 -0.422
C -1.7552 -0.7567 1.5864 0.01 -0.01 0.11 -0.986
H 2.8447 -0.3757 -1.8576 0.00 0.13 0.02 0.379
H -2.2334 -0.5926 -0.6046 0.13 -0.01 0.05 0.326
H -2.3012 0.1263 1.9351 0.08 -0.13 -0.06 0.273
H -0.8506 -0.8572 2.1913 -0.13 0.02 -0.10 0.310
H -2.3864 -1.6339 1.7638 0.10 0.12 -0.03 0.292
```
Forces are in eV/Å.

Values from the calculation:
Gap between HOMO and LUMO = 9.8483 eV
SMILES string = [H]/N=C(\O)N=C=CC
ΔE to the lowest compared entry with this formula, charge and spin = 187.83 kJ/mol
HOMO = -9.2 eV

Below is a single C4H6N2O molecule, with properties calculated with ωB97M-V/def2-TZVPD.

The geometry in XYZ format:
```
13
Properties=species:S:1:pos:R:3:forces:R:3:mulliken_charge:R:1
O 2.0736 -0.6075 0.0975 3.61 1.90 -2.04 -0.517
C 1.2018 0.4521 -0.4291 -0.16 1.41 4.65 -0.318
C -0.1835 0.2108 0.3812 -1.73 1.08 2.02 0.162
C -1.6787 0.8637 0.1017 1.47 -4.84 -1.34 -0.320
N -2.6105 -0.0410 -0.1956 4.93 1.16 1.56 -0.372
N -1.8696 -1.2965 -0.1531 3.01 -0.83 -0.18 -0.430
C -0.5114 -1.1647 0.0689 -8.29 2.40 -0.02 -0.483
H 3.1265 -0.3343 -0.1528 -4.62 -1.14 0.95 0.330
H 0.6727 0.2697 -1.3335 1.31 0.27 -1.92 0.332
H 1.7435 1.4561 -0.1309 -1.54 -1.70 -1.44 0.277
H -0.3135 0.2861 1.5955 1.19 -0.01 -2.48 0.272
H -1.7460 1.8734 0.0425 -0.89 2.93 0.19 0.484
H 0.0951 -1.9679 0.1077 1.71 -2.62 0.04 0.583
```
Forces are in eV/Å.

Values from the calculation:
Gap between HOMO and LUMO = 9.9603 eV
SMILES string = OCC1C=NN=C1
ΔE to the lowest compared entry with this formula, charge and spin = 529.45 kJ/mol
HOMO = -9.8 eV

Below is a single C4H6N2O molecule, with properties calculated with ωB97M-V/def2-TZVPD.

The geometry in XYZ format:
```
13
Properties=species:S:1:pos:R:3:forces:R:3:mulliken_charge:R:1
H 0.1311 -2.7352 0.4284 0.19 0.50 0.29 0.251
N 0.7422 -2.0456 -0.0205 -0.03 1.26 -0.71 -0.687
C 0.3679 -0.8369 0.1142 0.21 0.70 -0.60 0.433
C -0.7797 -0.3328 0.9661 0.52 -0.40 -0.32 -0.415
N -1.4706 0.7151 0.2663 0.65 1.08 -2.14 -0.479
C -0.8064 1.4841 -0.5280 -2.06 1.23 1.79 0.088
O 0.5338 1.6925 -0.6053 -0.78 -1.68 -0.01 -0.348
C 1.0984 0.3983 -0.6849 1.65 -2.64 1.32 -0.508
H -1.4679 -1.1655 1.1456 0.02 0.19 0.20 0.380
H -0.3787 0.0111 1.9250 -0.05 0.06 0.03 0.255
H -1.3254 2.2643 -1.0993 -0.12 -0.40 0.25 0.383
H 2.0688 0.4382 -0.1840 0.10 0.13 -0.19 0.330
H 1.2866 0.1123 -1.7236 -0.31 -0.03 0.11 0.318
```
Forces are in eV/Å.

Values from the calculation:
Gap between HOMO and LUMO = 10.4395 eV
SMILES string = [H]/N=C1\CN=COC1
ΔE to the lowest compared entry with this formula, charge and spin = 223.33 kJ/mol
HOMO = -9.6 eV